C4H11NO3 | the ωB97M-V functional and the def2-TZVPD basis

Each line ends with the Löwdin charge.
Geometry (Å):
C (0.431, 0.538, -1.921)  -0.204
C (-0.690, -0.924, -0.620)  -0.197
N (-2.005, -0.416, -0.402)  -0.025
O (0.714, 1.676, -1.440)  -0.165
H (0.037, 1.836, 0.047)  0.102
H (-2.079, 0.124, 0.450)  0.058
H (-2.330, 0.165, -1.165)  0.066
H (-0.441, 0.448, -2.579)  0.088
H (1.229, -0.197, -2.085)  0.096
H (-0.424, -1.682, 0.109)  0.053
H (-0.622, -1.422, -1.585)  0.067
C (0.473, -0.646, 2.059)  0.002
C (0.661, 0.287, 0.913)  -0.497
O (1.915, 0.377, 0.471)  0.087
O (-0.094, 1.375, 0.932)  0.069
H (1.912, 1.053, -0.253)  0.106
H (-0.584, -0.824, 2.248)  0.094
H (0.986, -1.586, 1.873)  0.097
H (0.910, -0.181, 2.948)  0.105

Results
**Relative energy (zero: lowest compared OMol25 entry of this formula, charge and spin)**: 104.1 kcal per mole
**E_LUMO**: 0.39 eV
**Maximum force**: 0.0127 Eh/bohr
**HOMO**: -7.2 eV